Record 1
The following is a DFT calculation (the ωB97M-V functional and the def2-TZVPD basis) of a structure of composition C52H54N14NaOP3.

Output
Energy relative to the best compared isomer or geometry (same formula, charge and spin) = 0.179 eV
Molecular weight = 1007.013 g mol⁻¹
Net charge = 0
Kohn-Sham gap = 6.99 eV

Element x y z (Å)
Na1 -0.89509 0.81847 1.12883
C1 -5.60639 -0.58909 -0.75960
N1 -4.92626 0.54887 -0.18216
C2 -4.69718 1.75911 -0.78793
C3 -3.95857 2.48903 0.09855
N2 -3.71781 1.75234 1.22514
C4 -4.30586 0.59335 1.03025
P1 -4.39133 -0.78802 2.21320
C5 -3.22736 -0.15687 3.44706
N3 -2.00220 0.24211 3.18883
C6 -1.50060 0.72604 4.35902
C7 -2.44637 0.61138 5.34293
N4 -3.54606 0.04757 4.75615
C8 -4.80762 -0.23593 5.41205
C9 -3.33063 -1.96747 1.30741
N5 -2.29240 -1.65235 0.55846
C10 -1.86740 -2.81653 -0.01436
C11 -2.65200 -3.85466 0.40833
N6 -3.58378 -3.30809 1.25055
C12 -4.67364 -4.02762 1.88311
H1 -6.07109 -0.28321 -1.69356
H2 -4.89795 -1.39347 -0.97020
H3 -6.38011 -0.95330 -0.08217
H4 -5.05678 1.97117 -1.78044
H5 -3.58243 3.49252 -0.00909
H6 -0.51153 1.15162 4.41857
H7 -2.44025 0.88980 6.38276
H8 -4.73262 0.08117 6.44884
H9 -5.62014 0.31099 4.93636
H10 -5.02955 -1.30219 5.38504
H11 -1.02353 -2.85298 -0.68520
H12 -2.63437 -4.90837 0.18556
H13 -4.38918 -5.07200 1.98912
H14 -4.86953 -3.61618 2.86988
H15 -5.58323 -3.96286 1.28567
C13 1.58638 0.22976 -2.78217
N7 1.85158 1.64692 -2.60306
C14 0.72164 2.54672 -2.69429
P2 -0.84830 2.04698 -1.82881
C15 -1.67412 3.66203 -2.05880
C16 -2.80746 3.86023 -2.84268
C17 -3.42818 5.10155 -2.88198
C18 -2.92221 6.15789 -2.13844
C19 -1.79846 5.96450 -1.34667
C20 -1.18243 4.72364 -1.29806
C21 -1.67041 0.96013 -3.05562
C22 -1.69736 1.16692 -4.43487
C23 -2.28327 0.23629 -5.27890
C24 -2.84547 -0.92275 -4.75668
C25 -2.82535 -1.14060 -3.38775
C26 -2.24392 -0.20202 -2.54383
C27 3.10546 2.16497 -2.97250
C28 4.25780 1.36740 -2.93815
C29 5.49491 1.88629 -3.27234
C30 5.63624 3.21271 -3.65128
C31 4.50521 4.00846 -3.69077
C32 3.25659 3.50051 -3.36561
P3 1.31174 -0.57773 -1.11308
C33 1.33041 -2.35138 -1.54050
C34 0.77088 -2.80539 -2.73667
C35 0.58266 -4.16240 -2.96598
C36 0.94471 -5.09330 -2.00412
C37 1.50494 -4.65642 -0.81041
C38 1.69079 -3.30283 -0.58114
C39 2.92405 -0.25540 -0.33892
C40 3.01657 0.97704 0.30670
C41 4.22865 1.40460 0.82829
C42 5.34515 0.58691 0.74499
C43 5.25397 -0.65511 0.12877
C44 4.05201 -1.07070 -0.42406
H16 2.40635 -0.25361 -3.31423
H17 0.69012 0.08999 -3.39134
H18 0.48963 2.81134 -3.73974
H19 0.98492 3.47539 -2.18588
H20 -3.21875 3.04256 -3.42069
H21 -4.30867 5.24154 -3.49704
H22 -3.40453 7.12641 -2.17047
H23 -1.40139 6.77778 -0.75271
H24 -0.33059 4.57175 -0.64152
H25 -1.26009 2.06333 -4.85852
H26 -2.29609 0.41092 -6.34744
H27 -3.28926 -1.65477 -5.41998
H28 -3.24433 -2.04984 -2.97136
H29 -2.21658 -0.38814 -1.47538
H30 4.20303 0.34300 -2.60734
H31 6.36320 1.24064 -3.21707
H32 6.60754 3.61704 -3.90287
H33 4.58338 5.04954 -3.97817
H34 2.40783 4.16474 -3.41644
H35 0.45873 -2.10228 -3.49887
H36 0.14782 -4.48891 -3.90242
H37 0.79922 -6.15070 -2.18451
H38 1.80153 -5.37566 -0.05559
H39 2.12605 -2.97352 0.35563
H40 2.14194 1.61520 0.39025
H41 4.29041 2.37864 1.29661
H42 6.29027 0.91869 1.15619
H43 6.12713 -1.29274 0.05911
H44 4.00610 -2.01983 -0.94161
O1 0.14365 2.65165 1.09554
N8 0.33719 3.04931 2.28911
C45 1.27938 3.96485 2.43546
C46 1.56928 4.43574 3.74289
N9 1.80358 4.81681 4.80406
C47 1.96630 4.46423 1.28810
N10 2.47283 4.85973 0.33176
C48 4.26838 -3.12399 4.92692
C49 3.63203 -3.92735 3.79742
C50 4.27857 -3.63947 2.44542
C51 2.10862 -3.81192 3.72672
N11 1.62327 -2.54455 3.18880
C52 0.58474 -2.32598 2.37029
N12 0.54054 -1.04977 2.08492
N13 1.55680 -0.48351 2.76869
N14 2.20875 -1.36311 3.43061
H45 5.33231 -3.35793 4.98837
H46 3.81801 -3.37279 5.89001
H47 4.16362 -2.05376 4.76424
H48 3.78906 -4.98860 4.02719
H49 4.19510 -2.58407 2.17877
H50 3.81920 -4.23005 1.64761
H51 5.33922 -3.88990 2.47417
H52 1.64986 -3.98072 4.70291
H53 1.73472 -4.57403 3.04029
H54 -0.06448 -3.09011 1.97559

Here are the Löwdin charges for atoms 1 to 4, given in e: 0.12 -0.03 -0.12 -0.06

Record 2
The following is a DFT calculation (the ωB97M-V functional and the def2-TZVPD basis) of the ion C7H13N2O2 with charge +1 in a non-equilibrium geometry.

Output
Energy relative to the best compared isomer or geometry (same formula, charge and spin) = 7.835 eV
Molecular weight = 157.193 g mol⁻¹
Net charge = +1
Kohn-Sham gap = 7.02 eV

Element x y z (Å)
C1 -1.20051 -0.28094 0.61119
C2 -0.55384 0.00411 -0.68593
C3 1.56971 -1.60794 -0.19509
C4 1.63975 0.88683 0.16105
C5 1.47852 -0.05368 -2.13060
C6 -3.99998 1.29444 2.01991
C7 1.05544 -0.19578 -0.70594
N1 -1.23139 0.61500 -1.56531
N2 -2.15236 0.57901 0.80906
O1 -1.85498 1.12867 -2.42324
O2 -2.78149 0.58341 2.01189
H1 -0.94368 -1.00794 1.30300
H2 1.40795 -1.39923 0.98070
H3 0.88130 -2.31773 -0.68643
H4 2.62427 -1.61422 -0.55143
H5 1.56034 0.61116 1.14601
H6 2.67520 0.88072 -0.13425
H7 1.12539 1.84083 0.05712
H8 1.28440 -0.85787 -2.87693
H9 1.16721 0.88591 -2.51357
H10 2.57860 -0.07609 -2.35218
H11 -3.83778 2.07889 1.31302
H12 -4.18148 1.65538 3.05902
H13 -4.83021 0.55380 1.56487

Here are the natural (NBO) charges for atoms 1 to 4, given in e: -0.06 0.18 -0.60 -0.62

Record 3
The following is a DFT calculation (the ωB97M-V functional and the def2-TZVPD basis) of a cluster of 2 separate species, C6H12O in total.

Output
Energy relative to the best compared isomer or geometry (same formula, charge and spin) = 3.765 eV
Molecular weight = 100.161 g mol⁻¹
Net charge = 0
Kohn-Sham gap = 10.23 eV

Element x y z (Å)
C1 1.67434 0.49734 1.35734
C2 0.61998 -0.06275 0.39667
C3 1.00005 -1.46258 -0.09688
C4 -0.70044 -0.10632 1.13550
O1 -1.43551 1.15219 1.25905
C5 -2.08725 0.20004 0.66923
C6 -1.60920 0.67528 -2.10371
H1 2.66455 0.53042 0.89159
H2 1.40942 1.50968 1.68078
H3 1.74525 -0.13532 2.25184
H4 0.53634 0.60721 -0.46753
H5 1.00274 -2.18216 0.73132
H6 2.00682 -1.45925 -0.53041
H7 0.30239 -1.82606 -0.85909
H8 -0.66339 -0.63896 2.08555
H9 -2.30504 0.34268 -1.32476
H10 -1.16546 1.63068 -1.80276
H11 -2.17370 0.80032 -3.02708
H12 -0.82190 -0.07242 -2.24666

Here are the natural (NBO) charges for atoms 1 to 4, given in e: -0.60 -0.26 -0.60 -0.09

Record 4
The following is a DFT calculation (the ωB97M-V functional and the def2-TZVPD basis) of a cluster of 9 separate species, C63H147N3O27P6 in total in a non-equilibrium geometry.

Output
Energy relative to the best compared isomer or geometry (same formula, charge and spin) = 0.925 eV
Molecular weight = 1564.707 g mol⁻¹
Net charge = 0
Kohn-Sham gap = 8.61 eV

Element x y z (Å)
C1 8.60018 -0.54990 -0.49042
C2 7.89522 -1.17992 0.73793
C3 6.39195 -1.16469 0.59635
C4 5.86987 -2.09144 -0.55080
C5 6.36854 -3.58504 -0.22919
C6 7.81249 -3.71513 0.15850
N1 8.22358 -2.63326 1.02335
O1 9.67079 -2.70406 1.20439
C7 8.05961 -5.06504 0.91577
C8 8.68667 -3.78152 -1.21103
C9 8.26356 -0.42593 2.00486
H1 8.37178 0.52287 -0.41747
H2 8.11926 -0.87823 -1.40881
H3 9.69238 -0.62076 -0.55120
H4 5.94147 -1.57015 1.55136
H5 5.99672 -0.19954 0.41198
H6 6.21047 -1.74374 -1.55827
H7 4.76170 -2.17784 -0.46154
H8 6.21624 -4.31717 -0.99070
H9 5.75380 -3.87885 0.57556
H10 9.09953 -5.05563 1.18994
H11 7.46689 -5.04380 1.90425
H12 7.91310 -5.88347 0.27643
H13 9.16643 -4.66598 -1.27120
H14 8.07382 -3.66996 -2.04782
H15 9.44630 -2.99914 -1.34864
H16 7.80652 -0.94408 2.85848
H17 7.89318 0.64200 2.04260
H18 9.45945 -0.39222 2.12869
H19 10.10497 -2.92637 0.43328
C10 -1.63882 1.84130 0.37351
C11 -0.48260 1.31089 1.19057
C12 -1.02159 0.59628 2.47321
C13 -0.07029 -0.29485 3.18789
C14 0.52321 -1.35940 2.25319
C15 1.18689 -0.65649 1.06941
N2 0.13462 0.28420 0.41921
O2 0.76614 0.90941 -0.64327
C16 2.50884 0.07191 1.33294
C17 1.54801 -1.70876 -0.03263
C18 0.41326 2.55578 1.50603
H20 -1.25569 2.16568 -0.59425
H21 -2.15229 2.62629 0.85316
H22 -2.43511 1.14627 0.12056
H23 -1.46400 1.35657 3.12739
H24 -1.88110 -0.01875 2.22262
H25 -0.67095 -0.72971 4.00493
H26 0.75734 0.21939 3.65511
H27 -0.26670 -1.97732 1.95091
H28 1.18567 -2.07875 2.77185
H29 3.25524 -0.58831 1.72838
H30 2.84238 0.42171 0.32004
H31 2.38072 0.91004 2.01619
H32 0.63905 -2.26743 -0.27444
H33 1.80456 -1.10582 -0.94977
H34 2.34454 -2.35503 0.32755
H35 1.14779 2.37364 2.26164
H36 -0.30913 3.24125 1.89562
H37 0.86413 2.95667 0.64060
H38 0.27659 0.58167 -1.44477
C19 -2.74082 5.47143 6.68840
C20 -2.97127 6.37884 5.44989
C21 -2.17965 5.90697 4.20519
C22 -2.84894 4.66798 3.58773
C23 -4.23898 5.03670 3.24477
C24 -5.06624 5.54276 4.39436
N3 -4.37427 6.63824 4.96518
O3 -5.12000 7.23797 6.05235
C25 -6.39066 6.08196 3.89402
C26 -5.37427 4.39207 5.33987
C27 -2.40365 7.83652 5.69300
H39 -3.31894 5.72721 7.56291
H40 -1.64969 5.56361 6.88103
H41 -2.89401 4.41802 6.49397
H42 -2.12444 6.73288 3.49497
H43 -1.13927 5.70322 4.46894
H44 -2.76521 3.88385 4.32433
H45 -2.27468 4.37503 2.62623
H46 -4.73405 4.14671 2.80400
H47 -4.23690 5.89018 2.55674
H48 -6.85052 5.43898 3.18558
H49 -7.16974 6.23601 4.65690
H50 -6.21996 7.04778 3.33789
H51 -4.47030 3.76801 5.49975
H52 -5.80936 4.68080 6.31009
H53 -6.04236 3.61895 4.85262
H54 -2.88969 8.37708 6.52119
H55 -2.59877 8.40829 4.74754
H56 -1.30601 7.88187 5.91871
H57 -5.36663 8.05224 5.56644
C28 2.13917 3.11463 -3.60850
C29 1.02416 2.50844 -4.45044
O4 0.07431 3.64431 -4.53404
P1 -0.41792 4.26746 -5.87672
O5 -1.07644 3.40440 -6.82836
O6 -1.19640 5.50355 -5.22404
C30 -0.51122 6.56541 -4.44112
C31 -1.47577 7.69857 -4.12892
O7 0.90521 4.95771 -6.51799
C32 1.34529 4.69393 -7.86720
C33 1.78983 5.97526 -8.49495
H58 1.76072 3.24768 -2.63000
H59 2.94310 2.44019 -3.60081
H60 2.37800 4.14248 -4.04307
H61 1.36899 2.18629 -5.49449
H62 0.45186 1.68085 -3.96106
H63 -0.17041 6.12411 -3.50966
H64 0.34241 6.90936 -5.02763
H65 -0.90250 8.49131 -3.71432
H66 -1.91109 8.10751 -5.02138
H67 -2.26292 7.45176 -3.44968
H68 2.13838 4.03647 -7.70738
H69 0.50119 4.25210 -8.40295
H70 0.98006 6.71633 -8.54874
H71 2.64465 6.40957 -7.94402
H72 2.07364 5.72502 -9.49090
C34 1.49136 -5.43862 -2.19057
C35 0.08031 -4.98559 -2.21852
O8 -0.83689 -6.09093 -2.64773
P2 -1.47702 -6.13851 -4.05033
O9 -0.86682 -5.37257 -5.14221
O10 -1.61725 -7.73495 -4.24295
C36 -2.35043 -8.17900 -5.42807
C37 -3.52257 -8.92637 -4.78011
O11 -2.97475 -5.73429 -3.75878
C38 -3.67078 -4.61587 -4.45140
C39 -5.06388 -4.62903 -4.04967
H73 1.73377 -6.28808 -1.55269
H74 1.99331 -5.63108 -3.14695
H75 1.94462 -4.62004 -1.64016
H76 -0.22403 -4.75131 -1.21545
H77 -0.12967 -4.14241 -2.83287
H78 -2.67830 -7.36791 -6.06047
H79 -1.69840 -8.86070 -5.96468
H80 -3.05977 -9.56418 -4.03730
H81 -4.16306 -8.16852 -4.25331
H82 -4.15660 -9.48632 -5.46885
H83 -3.13582 -3.75702 -4.14480
H84 -3.70731 -4.88596 -5.53528
H85 -5.51985 -3.75427 -4.48378
H86 -5.53559 -5.56932 -4.36906
H87 -5.25158 -4.50018 -3.00182
C40 -2.96113 -1.72067 -0.64550
C41 -2.16446 -2.58033 -1.58070
O12 -2.10800 -2.06345 -3.02593
P3 -1.02044 -1.15018 -3.68888
O13 -0.61816 0.02352 -2.88150
O14 0.23847 -2.08368 -3.99623
C42 0.61922 -2.59189 -5.29536
C43 1.48538 -1.62125 -6.05667
O15 -1.66288 -0.80911 -5.07264
C44 -2.13043 0.52018 -5.52271
C45 -3.59837 0.75056 -5.15023
H88 -2.30980 -0.85037 -0.35558
H89 -3.89238 -1.27584 -1.10358
H90 -3.22626 -2.30470 0.25664
H91 -1.07338 -2.59340 -1.29669
H92 -2.58738 -3.52181 -1.73630
H93 1.12626 -3.53206 -5.00640
H94 -0.27279 -2.88334 -5.88466
H95 1.93074 -2.12735 -6.92054
H96 0.88362 -0.72869 -6.23990
H97 2.32123 -1.34180 -5.41664
H98 -1.54535 1.28601 -5.05718
H99 -1.94209 0.66015 -6.60175
H100 -4.32908 0.06972 -5.58671
H101 -3.74115 0.74146 -4.09254
H102 -4.02432 1.71275 -5.50449
C46 -0.05246 10.83354 0.15295
C47 -0.83328 9.57875 -0.32552
O16 0.09004 8.64355 -0.95289
P4 0.03893 7.19678 -0.33912
O17 0.02515 7.01238 1.15070
O18 -1.28930 6.66601 -0.92409
C48 -1.83218 5.40139 -0.47159
C49 -3.17554 5.16343 -1.21177
O19 1.16862 6.50710 -1.19928
C50 2.52649 6.40379 -0.77157
C51 2.66609 5.53775 0.58198
H103 0.51250 11.27335 -0.69975
H104 -0.66707 11.65857 0.53473
H105 0.73549 10.56952 0.89375
H106 -1.33514 9.03888 0.45632
H107 -1.44680 9.79767 -1.13879
H108 -1.11763 4.60630 -0.72245
H109 -1.96440 5.46589 0.55735
H110 -3.57459 4.14044 -1.11915
H111 -3.90040 5.82916 -0.75071
H112 -2.91638 5.40807 -2.26795
H113 3.00270 5.90935 -1.59017
H114 3.07104 7.39177 -0.79337
H115 2.66841 6.19023 1.41996
H116 1.83981 4.89498 0.67127
H117 3.62309 5.04741 0.49049
C52 -3.11577 -5.46458 1.27436
C53 -4.03072 -4.87053 2.40877
O20 -3.85630 -3.48637 2.45301
P5 -4.21917 -2.58224 3.72094
O21 -5.68182 -2.59917 3.98752
O22 -3.22998 -3.02950 4.86231
C54 -3.14197 -2.53797 6.23304
C55 -2.23452 -3.48823 6.93455
O23 -3.56554 -1.17090 3.31440
C56 -4.38758 -0.35077 2.43141
C57 -5.23277 0.72314 3.05634
H118 -3.46405 -5.12417 0.28430
H119 -2.04780 -5.34816 1.51569
H120 -3.38854 -6.52345 1.18615
H121 -5.07940 -5.08571 2.12077
H122 -3.77466 -5.30877 3.37470
H123 -2.89265 -1.47914 6.18790
H124 -4.20182 -2.52472 6.61469
H125 -1.17606 -3.40393 6.51654
H126 -2.14203 -3.22709 8.02332
H127 -2.59831 -4.50633 6.91723
H128 -3.65784 0.22642 1.82073
H129 -4.93826 -1.04619 1.77410
H130 -6.06958 0.30547 3.58368
H131 -4.57217 1.37013 3.65782
H132 -5.57192 1.32256 2.27314
C58 -1.05361 -6.53965 4.38690
C59 0.16787 -5.77065 3.82225
O24 0.99482 -6.74804 3.13511
P6 2.02762 -6.38426 2.04310
O25 1.57468 -5.44936 1.01385
O26 3.19326 -5.79628 2.93246
C60 4.09886 -4.76937 2.42256
C61 4.23411 -3.71249 3.51977
O27 2.56076 -7.78755 1.58063
C62 1.82442 -8.93984 1.81781
C63 2.22106 -10.02817 0.82031
H133 -1.47437 -7.28527 3.61912
H134 -0.66168 -6.99861 5.37488
H135 -1.82236 -5.87054 4.61708
H136 -0.08646 -5.00363 3.05593
H137 0.65362 -5.19723 4.60677
H138 5.07200 -5.21512 2.14998
H139 3.68060 -4.34831 1.48498
H140 3.21116 -3.29858 3.86423
H141 4.79163 -4.02398 4.41070
H142 4.81795 -2.86849 3.17077
H143 1.83538 -9.26319 2.84987
H144 0.75455 -8.79795 1.46639
H145 3.29062 -10.14535 0.96144
H146 1.76628 -10.98415 0.95414
H147 2.10102 -9.64842 -0.15555

Here are the Löwdin charges for atoms 1 to 4, given in e: -0.03 -0.53 -0.15 -0.11

Look up the energy relative to the best compared isomer or geometry (same formula, charge and spin) of the third one.
3.765 eV